(1)
{"formula": "C2H4N3O", "method": "ωB97M-V/def2-TZVPD", "symbols": ["C", "C", "N", "N", "N", "O", "H", "H", "H", "H"], "xyz": [[1.7035, -0.1082, -1.4307], [-1.7820, -0.2578, 1.2699], [2.4008, 0.0927, -2.3398], [0.2698, 0.9728, 0.9272], [-0.6508, 0.4269, 1.2028], [0.8222, -0.1176, -0.6528], [-1.8101, -0.8660, 2.1688], [-1.7605, -0.8451, 0.3106], [-2.5081, 0.5100, 1.3122], [3.3152, 0.1923, -2.7681]], "lowdin_charge": [-0.35, 0.03, 0.28, 0.40, 0.01, 0.05, 0.15, 0.16, 0.13, 0.13], "homo_energy_ha": -0.5619, "total_charge": 1, "orbital_gap_ev": 10.32, "e_above_lowest_kj_mol": 175.54}

=====

(2)
{"formula": "C2H4N3OS", "method": "ωB97M-V/def2-TZVPD", "symbols": ["C", "C", "N", "S", "N", "N", "O", "H", "H", "H", "H"], "xyz": [[0.1096, -1.0502, 0.4176], [-0.2761, -0.1006, -0.6420], [-0.7171, -0.4638, -1.8112], [-1.1857, 0.6607, -2.8648], [-0.7952, 1.8864, -1.7035], [-0.3946, 1.3078, -0.5103], [-0.1277, 2.0650, 0.3716], [-0.7261, -1.1659, 1.1571], [0.9161, -0.7101, 0.9301], [0.3521, -2.0392, -0.0206], [-0.5303, 2.8938, -1.7862]], "lowdin_charge": [0.04, -0.31, -0.20, 1.16, -0.13, -0.21, 0.16, 0.13, 0.06, 0.12, 0.18], "homo_energy_ha": [-0.5485, -0.5483], "total_charge": 1, "orbital_gap_ev": [8.35, 8.35], "e_above_lowest_kj_mol": 321.75}

=====

(3)
{"formula": "C2H4N3OS", "method": "ωB97M-V/def2-TZVPD", "symbols": ["C", "C", "N", "N", "N", "O", "S", "H", "H", "H", "H"], "xyz": [[0.3583, 0.7531, -0.0001], [-1.0197, 0.4915, 0.0099], [1.3908, 1.3461, -0.0111], [2.7880, -0.7018, 0.0030], [1.6039, -1.2495, 0.0190], [1.4656, -2.4417, -0.0092], [2.9836, 1.0032, 0.0024], [-1.3602, 0.0863, -0.9467], [-1.5526, 1.4338, 0.1882], [-1.2888, -0.2096, 0.8046], [3.6549, -1.2491, -0.0472]], "lowdin_spin": [0.52, 0.09, 0.25, 0.19, 0.04, 0.17, 0.66, 0.01, 0.03, 0.02, 0.01], "multiplicity": 3, "homo_energy_ha": [-0.4137, -0.5426], "total_charge": 1, "orbital_gap_ev": [6.18, 6.24], "e_above_lowest_kj_mol": 533.38}

=====

(4)
{"formula": "C2H4N4", "method": "ωB97M-V/def2-TZVPD", "symbols": ["N", "C", "N", "C", "N", "N", "H", "H", "H", "H"], "xyz": [[-1.6806, -0.1718, -0.2127], [-0.3701, 0.0497, 0.0956], [0.3820, -1.0357, 0.1131], [1.6407, -0.5940, 0.0101], [1.8490, 0.7018, 0.0549], [0.2910, 1.1959, 0.2169], [-2.4474, 0.3782, 0.1295], [-1.8028, -1.1759, -0.2103], [2.3965, -1.3811, -0.1347], [-0.2582, 2.0329, -0.0624]], "lowdin_charge": [0.14, -0.55, 0.06, -0.30, 0.10, 0.10, 0.09, 0.10, 0.12, 0.14], "homo_energy_ha": -0.3361, "orbital_gap_ev": 9.80, "e_above_lowest_kj_mol": 133.83}

=====

Number 1: molecular weight 86.1 u, calculated total energy -317.77489 Eh. Number 2: molecular weight 118.1 u, calculated total energy -715.90820 Eh. Number 3: molecular weight 118.1 u, calculated total energy -715.76047 Eh. Number 4: molecular weight 84.1 u, calculated total energy -297.59333 Eh.